Record 1
53
Properties=species:S:1:pos:R:3 method="wB97M-V/def2-TZVPD" charge=0 e_tot_ev=-46682.9225
C -0.3418 2.9945 -1.2440
H -1.2879 3.5460 -1.2167
O -0.2631 2.0507 -0.1991
C -0.1454 2.5298 1.0790
C -0.4028 3.8342 1.4691
C -0.3166 4.1919 2.8056
C 0.0293 3.2696 3.7795
C 0.3125 1.9674 3.3819
C 0.2299 1.5936 2.0537
N 0.5651 0.2982 1.6036
S 2.1460 0.1183 1.0171
O 2.5890 1.4094 0.5884
O 2.9232 -0.5864 1.9966
C 1.8708 -0.9460 -0.3879
C 1.5433 -0.3791 -1.6033
C 1.2575 -1.2006 -2.6798
C 1.2898 -2.5847 -2.5439
C 1.6356 -3.1318 -1.3106
C 1.9305 -2.3181 -0.2326
H 2.2124 -2.7297 0.7230
H 1.6677 -4.2045 -1.1964
C 0.9473 -3.4825 -3.6896
H 0.8963 -2.9269 -4.6222
H -0.0221 -3.9480 -3.5110
H 1.6849 -4.2760 -3.7886
H 1.0018 -0.7655 -3.6350
H 1.5288 0.6954 -1.6822
C 0.0234 -0.8756 2.2392
H 0.8191 -1.4616 2.7122
H -0.6994 -0.5932 3.0104
C -0.6899 -1.7677 1.2140
O -0.8358 -2.9561 1.3837
N -1.1407 -1.0593 0.1461
C -1.6691 -1.5350 -1.0480
C -2.0102 -0.6102 -2.0340
C -2.5073 -1.0653 -3.2404
C -2.6357 -2.4341 -3.4239
N -2.3174 -3.3170 -2.4927
C -1.8579 -2.8899 -1.3328
H -1.6199 -3.6471 -0.6018
H -3.0066 -2.8455 -4.3528
H -2.7841 -0.3747 -4.0223
H -1.8785 0.4450 -1.8435
H -0.9112 -0.0675 0.1554
H 0.6205 1.2345 4.1132
C 0.1309 3.6523 5.2245
H -0.5102 3.0169 5.8336
H -0.1612 4.6882 5.3738
H 1.1541 3.5259 5.5753
H -0.5232 5.2141 3.0862
H -0.6776 4.5835 0.7439
H -0.2882 2.4232 -2.1703
H 0.4944 3.6969 -1.2035

---

Record 2
53
Properties=species:S:1:pos:R:3 method="wB97M-V/def2-TZVPD" charge=0 e_tot_ev=-46682.5778
C 2.9348 -3.4080 -4.8853
H 2.6762 -2.6045 -5.5811
H 2.0638 -4.0511 -4.7281
H 3.7478 -3.9986 -5.3043
O 3.4265 -2.8982 -3.6660
C 2.6199 -2.1238 -2.9060
C 1.3120 -1.7704 -3.2380
C 0.5725 -0.9864 -2.3708
C 1.1277 -0.5618 -1.1818
C 2.4309 -0.8851 -0.8487
C 3.1751 -1.6635 -1.7069
H 4.1912 -1.9389 -1.4757
H 2.8355 -0.5245 0.0829
S 0.1335 0.4295 -0.0884
O -0.3133 1.5948 -0.8130
O 0.8454 0.6691 1.1361
N -1.2161 -0.5463 0.1660
C -2.4959 0.1418 0.1772
C -2.6876 0.9339 1.4774
O -3.3991 0.5469 2.3830
N -1.9597 2.0602 1.5083
H -1.3548 2.2745 0.7257
C -1.8257 2.8825 2.6928
C -1.8880 4.3397 2.3287
C -0.9483 4.8846 1.4586
C -1.0440 6.2285 1.1363
N -1.9814 7.0291 1.6156
C -2.8723 6.5115 2.4423
C -2.8746 5.1794 2.8284
H -3.6280 4.8031 3.5034
H -3.6223 7.1995 2.8105
H -0.3350 6.6919 0.4628
H -0.1610 4.2729 1.0439
H -2.6344 2.6050 3.3734
H -0.8622 2.6673 3.1757
H -2.5104 0.8103 -0.6842
H -3.2906 -0.6031 0.0871
C -1.0079 -1.4867 1.2595
C 0.0498 -2.4811 0.8754
C -0.1354 -3.2902 -0.2397
C 0.8397 -4.1920 -0.6216
C 2.0092 -4.3018 0.1119
C 2.1962 -3.5062 1.2284
C 1.2221 -2.5980 1.6072
H 1.3736 -1.9680 2.4707
H 3.1049 -3.5909 1.8055
H 2.7708 -5.0068 -0.1859
H 0.6858 -4.8161 -1.4898
H -1.0495 -3.2021 -0.8079
H -1.9588 -1.9937 1.4447
H -0.7134 -0.9563 2.1731
H -0.4398 -0.7016 -2.6080
H 0.8642 -2.1002 -4.1614

---

Record 3
54
Properties=species:S:1:pos:R:3 method="wB97M-V/def2-TZVPD" charge=0 e_tot_ev=-48730.9736
O -7.6298 -0.7580 0.6569
O -6.4426 -0.8199 3.2028
O 0.4964 -1.8605 -5.5235
O 3.9495 -0.1575 -4.1946
O -5.5153 -0.7577 -0.1498
S -4.1652 -0.0814 4.9596
C -6.4285 -0.6198 0.8548
C -5.9482 -0.2477 2.2300
C 1.3148 -1.8337 -4.6170
C 3.5526 -0.0162 -3.0422
C 3.5986 -1.1465 0.5565
C 2.4426 -1.1124 -0.1460
C -3.2342 3.0969 2.6903
C -3.9912 2.9364 1.5345
C -0.6218 0.4109 1.6701
C 0.0307 0.7122 2.8794
C -3.3402 2.1574 3.7147
C -4.8513 1.8452 1.4085
C 0.0855 -0.1822 0.6070
C 1.3980 0.4243 3.0327
C -4.1891 1.0477 3.6015
C -4.9755 0.8742 2.4289
C 1.4571 -0.4911 0.7323
C 2.0907 -0.1708 1.9688
N 3.3970 -0.5812 1.8025
N 4.3071 0.5682 -2.1030
N 1.2386 -0.8631 -3.7030
C 2.3403 -2.9475 -4.5190
C 5.6567 1.0777 -2.3408
C 2.2255 -1.6123 -1.5404
C 2.1573 -0.5038 -2.6049
H -6.0292 -1.0405 -0.9239
H -3.7979 0.8090 5.9016
H 4.5321 -1.5632 0.1941
H -2.5622 3.9448 2.7911
H -3.9188 3.6658 0.7327
H -1.6773 0.6240 1.5622
H -0.5225 1.1577 3.6936
H -2.7394 2.2859 4.6088
H -5.4341 1.7814 0.4935
H -0.4301 -0.4254 -0.3103
H 1.9056 0.6460 3.9591
H 4.1146 -0.5193 2.5112
H 3.9263 0.6307 -1.1695
H 0.4920 -0.2142 -3.8924
H 2.1222 -3.5646 -3.6519
H 2.2738 -3.5586 -5.4174
H 3.3429 -2.5378 -4.4525
H 5.6254 1.8546 -3.1079
H 6.0743 1.4931 -1.4228
H 6.2979 0.2682 -2.6968
H 3.0184 -2.3164 -1.7961
H 1.2830 -2.1629 -1.5390
H 1.6970 0.3542 -2.1150

---

Record 4
55
Properties=species:S:1:pos:R:3 method="wB97M-V/def2-TZVPD" charge=0 e_tot_ev=-59566.0384
C -2.3035 -0.9407 2.4319
H -2.3834 -1.2329 3.4827
H -3.0656 -0.1968 2.1856
H -2.4305 -1.8207 1.8033
O -1.0181 -0.4462 2.1355
C -0.5886 0.6537 2.7967
C -1.2927 1.3456 3.7751
C -0.7377 2.4633 4.3744
C 0.5248 2.9086 4.0264
C 1.2439 2.2294 3.0578
C 0.6843 1.1270 2.4406
N 1.3831 0.4069 1.4291
C 1.6551 0.9398 0.2121
N 2.1739 0.3063 -0.7745
C 2.4944 -1.0159 -0.6152
C 3.0390 -1.7246 -1.6913
C 3.3606 -3.0539 -1.5386
C 3.1521 -3.7028 -0.3218
C 2.6224 -3.0161 0.7475
C 2.2850 -1.6686 0.6108
C 1.7241 -0.9288 1.7358
O 1.5616 -1.3605 2.8527
H 2.4560 -3.4906 1.7026
H 3.4127 -4.7452 -0.2193
H 3.7831 -3.6007 -2.3684
H 3.2047 -1.2059 -2.6223
S 1.4411 2.6851 -0.0915
C -0.3566 2.9929 0.0797
C -1.2814 1.8394 -0.2489
O -2.1369 1.5322 0.5650
N -1.1489 1.2097 -1.4368
C -0.2492 1.6579 -2.4815
H 0.7855 1.3765 -2.2727
H -0.2982 2.7429 -2.5745
H -0.5361 1.2241 -3.4353
C -1.9654 0.0170 -1.6217
C -2.6348 -0.0657 -2.9783
H -2.7864 0.8956 -3.4567
H -3.5719 -0.6110 -2.9275
S -1.5054 -1.0877 -4.0045
O -0.8535 -0.2706 -4.9939
O -2.2117 -2.2454 -4.4737
C -0.3433 -1.5567 -2.6749
C -1.1489 -1.2793 -1.4272
H -1.8523 -2.0978 -1.2640
H -0.5215 -1.1906 -0.5391
H 0.5433 -0.9393 -2.7633
H -0.0920 -2.6039 -2.8004
H -2.7169 0.0746 -0.8245
H -0.5657 3.2961 1.1066
H -0.5401 3.8371 -0.5870
H 2.2342 2.5521 2.7737
H 0.9533 3.7740 4.5065
H -1.3034 2.9887 5.1292
H -2.2778 1.0225 4.0675

---

Record 5
55
Properties=species:S:1:pos:R:3 method="wB97M-V/def2-TZVPD" charge=-1 e_tot_ev=-61098.9441
Tl -0.6772 0.0051 2.4031
C 3.4163 -3.0674 -0.3060
C 3.7273 -2.4095 0.9844
N 4.8684 -2.4248 1.6029
N 4.6450 -1.6426 2.7078
C 3.3988 -1.1313 2.7864
S 2.7732 -0.1371 3.9671
N 2.8064 -1.6565 1.6702
N 1.5010 -1.3949 1.2718
H 4.3245 -3.5164 -0.6992
H 3.0287 -2.3343 -1.0149
H 2.6603 -3.8437 -0.1778
H 5.3788 -1.4485 3.3666
H 1.0005 -2.2729 1.1804
H 1.5201 -0.8593 0.3777
S -3.0871 -4.1170 3.5889
C -1.5558 -4.3085 4.3239
C -0.6738 -3.3549 3.9075
C -1.1942 -2.4121 2.9585
C -2.5069 -2.7137 2.7143
C -3.4139 -1.9847 1.8172
C -4.7788 -2.2681 1.6966
C -5.5430 -1.5314 0.8152
C -4.9490 -0.5188 0.0706
C -3.5953 -0.2948 0.2567
N -2.8554 -1.0078 1.0974
H -1.3865 -5.1191 5.0157
H 0.3430 -3.3254 4.2818
H -5.2245 -3.0552 2.2907
H -6.5992 -1.7455 0.7056
H -5.5134 0.0753 -0.6342
H -3.0572 0.4712 -0.2905
C 0.3924 5.5456 -4.1467
C 0.4163 4.2878 -3.3182
C 0.6195 4.3382 -1.9463
C 0.6694 3.1827 -1.1718
C 0.8712 3.2595 0.3170
C 0.5230 1.9464 -1.7965
C 0.3206 1.8684 -3.1738
C 0.1703 0.5283 -3.8418
C 0.2604 3.0419 -3.9152
C 0.5912 0.6788 -0.9695
O 1.6412 0.0000 -1.0640
O -0.4115 0.4096 -0.2679
H 0.2440 6.4252 -3.5203
H -0.4098 5.5187 -4.8858
H 1.3307 5.6813 -4.6893
H 0.7375 5.3021 -1.4608
H 1.1161 4.2764 0.6257
H 1.6745 2.5969 0.6443
H -0.0272 2.9386 0.8470
H -0.5829 -0.0781 -3.3356
H 1.1060 -0.0303 -3.7952
H -0.1216 0.6448 -4.8860
H 0.0880 2.9817 -4.9856